{
  "formula": "C33H27F14N5OPRuS",
  "method": "wB97M-V/def2-TZVPD",
  "species": ["Ru", "C", "C", "C", "C", "C", "N", "C", "C", "C", "C", "C", "C", "C", "N", "C", "C", "C", "N", "C", "C", "N", "C", "C", "C", "N", "H", "H", "H", "H", "H", "H", "H", "H", "H", "H", "H", "H", "H", "H", "H", "H", "H", "H", "F", "C", "C", "F", "C", "F", "C", "S", "C", "F", "C", "F", "F", "C", "F", "F", "C", "O", "C", "F", "F", "F", "C", "F", "F", "F", "C", "P", "C", "C", "H", "H", "H", "H", "H", "H", "H", "H", "H"],
  "xyz": [[0.37704, -0.97469, 0.33444], [1.10093, 5.21483, -2.45128], [0.45747, 3.88924, -2.10784], [-0.75838, 3.82535, -1.42859], [-1.26220, 2.61356, -1.00273], [-0.61040, 1.40039, -1.25869], [-1.11875, 0.17295, -0.76675], [-2.46890, -0.07502, -1.01285], [-3.10121, 0.41963, -2.17145], [-4.45036, 0.24486, -2.41472], [-5.26293, -0.47121, -1.53828], [-6.74700, -0.65701, -1.79070], [-4.64166, -1.01746, -0.43640], [-3.28204, -0.82056, -0.18194], [-2.74120, -1.39379, 0.99836], [-3.37387, -1.48252, 2.17923], [-2.66109, -2.34318, 2.97882], [-1.58318, -2.72001, 2.19239], [-1.61872, -2.14962, 0.97852], [0.54843, 1.47203, -1.99371], [1.08854, 2.69837, -2.38613], [1.18598, 0.26809, -2.42723], [2.02221, 0.14207, -3.47844], [2.35531, -1.18071, -3.60309], [1.66415, -1.81023, -2.56765], [0.93907, -0.93829, -1.86924], [0.35416, 5.97072, -2.70248], [1.79976, 5.11616, -3.28632], [1.66933, 5.58547, -1.59031], [-1.30066, 4.74163, -1.20585], [-2.18022, 2.57568, -0.42788], [-2.49614, 0.96497, -2.88228], [-4.88597, 0.66606, -3.31671], [-7.15724, 0.19461, -2.33943], [-7.29925, -0.75419, -0.85264], [-6.94119, -1.55566, -2.38632], [-5.21932, -1.62723, 0.25585], [-4.26891, -0.90949, 2.37264], [-2.87607, -2.63435, 3.99772], [-0.77217, -3.38232, 2.46002], [2.04462, 2.72154, -2.90222], [2.30153, 0.98827, -4.08519], [3.01363, -1.62946, -4.33236], [1.62480, -2.85644, -2.32186], [-1.72030, 5.28552, 2.97094], [-1.34851, 4.01588, 2.86454], [-0.42678, 3.64281, 1.91456], [0.12350, 4.57226, 1.13715], [-0.07444, 2.31812, 1.79350], [0.74639, 1.99255, 0.82229], [-0.56422, 1.32814, 2.63327], [-0.03700, -0.35466, 2.64454], [-1.48686, 1.74935, 3.58009], [-2.01916, 0.86397, 4.42953], [-1.89010, 3.06348, 3.68988], [-2.78749, 3.41892, 4.60868], [4.80289, -1.94263, -0.24712], [4.84382, -1.11222, 0.81126], [6.07542, -0.59784, 0.83443], [4.68458, -1.87492, 1.91602], [3.68976, -0.04241, 0.73121], [2.52563, -0.68745, 0.42804], [4.06985, 0.98035, -0.39664], [3.02692, 1.77438, -0.67282], [5.11391, 1.76180, -0.06887], [4.38758, 0.32783, -1.53522], [3.74142, 0.74081, 2.11780], [3.37061, 2.02456, 2.00312], [2.93980, 0.14912, 2.99633], [4.98414, 0.75477, 2.64898], [1.79630, -3.53073, 2.17775], [1.25419, -3.24798, 0.46479], [0.03430, -4.55146, 0.12271], [2.67141, -3.92773, -0.44653], [1.78826, -4.59642, 2.40449], [1.17606, -2.98561, 2.88622], [2.80963, -3.14271, 2.26733], [0.49529, -5.52767, 0.28359], [-0.27212, -4.46168, -0.92142], [-0.85545, -4.44969, 0.73618], [3.07215, -4.74973, 0.14607], [3.43450, -3.17484, -0.58928], [2.35618, -4.30928, -1.41582]],
  "forces_ev_per_angstrom": [[-0.583, -0.627, -0.813], [0.005, -0.180, 0.116], [0.075, 0.276, -0.040], [-0.288, -0.089, 0.020], [-0.224, 0.177, -0.021], [-0.928, -0.551, -0.006], [0.123, 0.587, 0.761], [0.847, 0.483, -0.345], [-0.097, 0.018, -0.156], [0.185, 0.091, -0.129], [-0.336, 0.064, -0.040], [0.244, -0.027, -0.028], [0.071, -0.242, 0.274], [-0.331, -0.273, 0.327], [-0.030, 0.133, 0.192], [-0.102, 0.135, -0.010], [-0.113, -0.300, 0.181], [-0.008, -0.319, -0.192], [0.295, 0.328, 0.054], [0.440, -0.128, -0.604], [0.274, -0.212, -0.182], [-0.095, 0.038, 0.047], [-0.040, 0.177, -0.087], [0.129, -0.262, -0.077], [-0.406, 0.066, -0.096], [0.699, -0.407, 0.441], [0.041, -0.073, -0.014], [-0.110, 0.015, 0.063], [-0.078, -0.020, -0.097], [0.089, -0.135, 0.014], [-0.048, 0.024, -0.068], [-0.032, 0.069, -0.024], [0.075, -0.002, 0.061], [0.045, -0.076, 0.067], [0.063, 0.007, -0.084], [0.026, 0.084, 0.061], [0.117, 0.079, -0.055], [0.062, -0.130, -0.098], [0.065, 0.085, -0.212], [-0.162, 0.254, 0.033], [-0.132, -0.016, 0.086], [-0.083, -0.071, 0.101], [-0.134, 0.087, 0.095], [-0.038, 0.220, -0.101], [-0.087, 0.370, 0.059], [-0.015, 0.180, -0.099], [0.026, 0.064, 0.027], [0.120, 0.139, -0.079], [-0.333, -0.045, 0.413], [1.210, -0.200, -0.223], [0.103, -0.251, 0.033], [0.347, 0.287, -0.655], [-0.064, -0.165, 0.072], [-0.091, -0.049, 0.098], [-0.109, -0.200, 0.271], [-0.143, 0.035, 0.143], [0.249, 0.292, 0.209], [-0.185, -0.071, -0.064], [-0.110, -0.079, -0.014], [0.093, 0.149, -0.281], [-0.325, 0.171, -0.018], [0.406, 0.299, 0.230], [-0.150, -0.156, 0.019], [0.442, -0.172, 0.131], [-0.214, -0.160, -0.139], [-0.031, 0.260, 0.277], [-0.055, -0.160, -0.038], [-0.183, -0.198, -0.050], [0.124, 0.052, -0.016], [-0.278, 0.050, -0.099], [0.046, 0.080, 0.021], [-0.249, 0.581, 0.577], [-0.120, 0.023, -0.087], [-0.049, 0.130, -0.157], [0.042, -0.063, 0.050], [0.043, -0.020, 0.023], [-0.013, -0.011, 0.032], [0.004, 0.011, -0.022], [-0.010, -0.046, 0.010], [0.084, -0.144, -0.147], [0.007, -0.057, 0.008], [-0.144, -0.131, -0.028], [0.042, -0.157, 0.102]],
  "homo_energy_ev": [-7.1795, -7.1246],
  "multiplicity": 2,
  "energy_ha": -3855.275826,
  "relative_energy_kcal_mol": 7.5,
  "charge": 0
}

---

{
  "formula": "C21H24ClN3O5S",
  "method": "wB97M-V/def2-TZVPD",
  "species": ["C", "C", "C", "C", "C", "S", "O", "O", "N", "C", "C", "O", "N", "C", "C", "C", "C", "Cl", "C", "N", "O", "O", "C", "C", "C", "C", "C", "C", "C", "C", "C", "H", "H", "H", "H", "H", "H", "H", "H", "H", "H", "H", "H", "H", "H", "H", "H", "H", "H", "H", "H", "H", "H", "H", "H"],
  "xyz": [[3.40171, -2.82088, 5.67485], [2.76488, -2.05580, 4.55751], [1.81483, -2.65669, 3.73832], [1.23816, -1.95900, 2.69054], [1.61673, -0.65203, 2.46003], [0.89765, 0.31538, 1.13736], [1.95883, 0.87212, 0.35542], [-0.04487, 1.23967, 1.73048], [0.03813, -0.77566, 0.23111], [-1.37879, -0.90495, 0.47826], [-2.25021, -0.02363, -0.42763], [-3.07063, -0.49084, -1.18746], [-1.98115, 1.29515, -0.25568], [-2.51620, 2.38029, -0.93400], [-3.46279, 2.25739, -1.95531], [-3.94969, 3.38001, -2.59195], [-3.53242, 4.65582, -2.22744], [-4.15415, 6.01071, -3.08372], [-2.58883, 4.78067, -1.20424], [-2.09617, 6.06081, -0.74811], [-2.80578, 7.03033, -0.88069], [-0.99584, 6.07315, -0.24058], [-2.08105, 3.65140, -0.57496], [0.63988, -1.22216, -1.01694], [0.33444, -0.29203, -2.19352], [1.11568, -0.74630, -3.42382], [0.76466, -2.18857, -3.77656], [1.04268, -3.11125, -2.59374], [0.25221, -2.65717, -1.36883], [2.56027, -0.03421, 3.25912], [3.13111, -0.73693, 4.30469], [4.31671, -3.29641, 5.32081], [3.66474, -2.16011, 6.49690], [2.73829, -3.59966, 6.04215], [1.52292, -3.68008, 3.92298], [0.50314, -2.42461, 2.05338], [-1.68972, -1.94493, 0.34658], [-1.54679, -0.60888, 1.51635], [-1.29185, 1.51891, 0.46755], [-3.80944, 1.27762, -2.24041], [-4.67069, 3.27752, -3.38677], [-1.34422, 3.77828, 0.20531], [1.71660, -1.18067, -0.82142], [-0.73393, -0.31466, -2.41481], [0.61559, 0.72677, -1.92126], [0.88702, -0.09044, -4.26547], [2.18524, -0.66890, -3.21818], [1.34513, -2.51156, -4.64265], [-0.29351, -2.24866, -4.03970], [0.76667, -4.13656, -2.84769], [2.11029, -3.09713, -2.36358], [-0.81364, -2.70105, -1.59926], [0.45512, -3.31738, -0.52265], [2.83483, 0.98665, 3.04696], [3.86822, -0.25887, 4.93236]],
  "forces_ev_per_angstrom": [[0.063, -0.028, -0.031], [-0.097, -0.003, -0.071], [0.053, 0.110, 0.036], [-0.078, -0.089, -0.056], [-0.287, 0.240, -0.481], [-0.121, -0.501, 0.104], [0.107, -0.212, -0.069], [0.042, -0.195, 0.254], [0.537, 0.822, 0.802], [-0.319, -0.085, 0.139], [0.173, -0.053, 0.310], [-0.168, -0.163, -0.145], [0.249, 0.078, 0.331], [-0.374, 0.435, -0.430], [0.061, -0.147, 0.064], [0.141, 0.302, 0.142], [0.175, 0.057, 0.203], [-0.200, -0.066, -0.316], [-0.441, -1.083, -0.365], [0.137, 0.404, 0.147], [-0.126, 0.241, 0.129], [0.417, 0.037, 0.167], [-0.052, 0.054, -0.043], [0.251, -0.095, -0.464], [0.332, 0.040, 0.048], [-0.324, -0.039, -0.057], [0.325, 0.020, 0.030], [-0.294, 0.001, -0.104], [0.279, 0.089, 0.161], [0.102, 0.130, 0.047], [-0.114, 0.023, -0.131], [0.065, -0.057, 0.048], [0.024, -0.004, 0.090], [-0.009, -0.054, 0.067], [-0.039, -0.097, 0.020], [-0.068, -0.100, -0.059], [0.005, 0.173, -0.007], [-0.196, -0.149, -0.067], [-0.251, -0.086, -0.206], [-0.011, 0.006, -0.014], [-0.062, 0.021, -0.081], [0.040, 0.041, 0.019], [-0.030, -0.150, -0.233], [-0.066, 0.020, -0.024], [-0.072, 0.020, -0.014], [0.090, 0.042, 0.002], [0.095, 0.041, -0.035], [-0.068, -0.023, -0.056], [-0.065, -0.026, -0.067], [0.077, -0.024, 0.037], [0.072, -0.059, 0.009], [-0.111, -0.047, 0.035], [-0.069, -0.024, 0.065], [0.130, 0.146, 0.062], [0.071, 0.065, 0.063]],
  "homo_energy_ev": -8.7666,
  "multiplicity": 1,
  "energy_ha": -2213.413428,
  "relative_energy_kcal_mol": 74.7,
  "smiles": "Cc1ccc(S(=O)(=O)N(CC(=O)Nc2ccc(Cl)c([N+](=O)[O-])c2)C2CCCCC2)cc1",
  "charge": 0
}